No. 1
{"formula": "C28H55CrO2Si4Te", "method": "ωB97M-V/def2-TZVPD", "elements": ["O", "C", "C", "H", "H", "C", "H", "H", "C", "H", "H", "H", "C", "H", "H", "H", "Cr", "C", "C", "C", "H", "C", "C", "H", "H", "H", "H", "C", "C", "C", "H", "C", "C", "H", "H", "H", "H", "O", "C", "C", "H", "H", "C", "H", "H", "C", "H", "H", "H", "H", "C", "Si", "C", "C", "Si", "Te", "Si", "C", "C", "C", "Si", "C", "C", "C", "H", "H", "H", "H", "H", "H", "H", "H", "H", "H", "H", "H", "H", "H", "H", "H", "H", "H", "H", "H", "H", "H", "H", "H", "H", "H", "H"], "coordinates": [[-4.18852, -3.90445, 0.00151], [-4.81816, -2.59293, -0.26903], [-5.68674, -2.68996, 0.99744], [-5.38963, -2.59503, -1.21363], [-4.06757, -1.77117, -0.27091], [-4.73733, -3.90569, 1.36336], [-6.70490, -3.03428, 0.78746], [-5.65742, -1.80274, 1.64341], [-5.33534, -5.27206, 1.62438], [-5.56589, -5.72009, 0.64850], [-6.19707, -5.17535, 2.29996], [-4.55977, -5.89020, 2.10454], [-3.77952, -3.45941, 2.45888], [-2.97769, -2.79777, 2.08377], [-3.31467, -4.29913, 2.98833], [-4.32070, -2.89392, 3.25743], [-0.73604, 0.13571, -0.16132], [-0.98961, 1.63316, 1.52349], [-0.91174, 2.31104, 0.26192], [-2.00047, 1.86544, -0.55263], [-0.17155, 3.05738, -0.01531], [-2.73415, 0.87680, 0.18593], [-2.09773, 0.74052, 1.46866], [-2.48132, 0.10672, 2.27635], [-0.34756, 1.78708, 2.39291], [-2.21921, 2.20882, -1.57191], [-3.69258, 0.46365, -0.12338], [1.04152, -1.75278, 0.16873], [0.58312, -1.85223, 1.51260], [-0.77196, -2.29935, 1.48915], [1.17428, -1.76739, 2.43285], [-1.18051, -2.44670, 0.13364], [-0.06070, -2.10302, -0.70837], [-0.08600, -2.04479, -1.80185], [2.05361, -1.47604, -0.12336], [-1.30333, -2.61134, 2.38614], [-2.07714, -2.90920, -0.27104], [-4.15095, -3.45307, -3.23676], [-5.28033, -4.35532, -3.11350], [-5.99001, -4.55078, -4.46880], [-6.00560, -3.95605, -2.38414], [-4.91075, -5.34459, -2.75114], [-5.03447, -3.89641, -5.50205], [-6.97395, -4.05062, -4.44426], [-6.12696, -5.61897, -4.70164], [-3.85789, -3.36092, -4.66382], [-5.54571, -3.07416, -6.02163], [-4.69997, -4.62838, -6.24462], [-3.68003, -2.31062, -4.91601], [-2.96908, -3.95537, -4.92280], [4.87285, -0.29699, 1.60307], [5.08748, 1.07174, 0.31113], [6.48300, 2.26037, 0.77511], [5.56036, 0.22461, -1.30549], [3.14206, 2.37056, 0.06628], [1.83391, 1.09436, -1.60903], [2.64398, 2.91223, 2.31602], [4.10532, 3.46206, 3.38972], [1.33611, 4.26059, 2.46119], [2.06905, 1.23515, 2.97281], [3.73161, 4.40290, -0.98804], [4.77326, 5.53150, 0.12242], [4.67944, 3.98298, -2.57716], [2.09828, 5.33853, -1.20909], [5.65254, -1.04524, 1.40893], [3.89410, -0.79151, 1.54290], [5.02785, 0.05584, 2.62948], [7.37633, 1.64244, 0.95971], [6.71537, 2.94381, -0.05178], [6.28736, 2.85738, 1.67498], [4.72586, 0.10588, -2.00653], [6.36496, 0.77990, -1.80206], [5.94418, -0.77148, -1.04699], [4.59337, 4.38743, 3.05402], [3.70463, 3.64774, 4.39901], [4.86688, 2.67707, 3.47705], [0.38089, 3.99889, 1.98817], [1.15007, 4.42235, 3.53317], [1.68069, 5.21583, 2.04093], [1.52095, 0.63705, 2.23497], [2.91229, 0.62810, 3.31976], [1.40330, 1.40755, 3.83028], [5.83062, 5.23469, 0.15039], [4.70841, 6.53015, -0.33859], [4.39723, 5.60946, 1.15233], [4.14026, 3.29859, -3.24328], [4.84571, 4.92457, -3.12086], [5.66362, 3.54147, -2.36874], [1.32302, 4.73202, -1.69099], [1.70698, 5.70791, -0.24843], [2.30147, 6.20748, -1.84414]], "mulliken_charge": [-0.50, 0.60, -0.90, 0.36, -0.78, 1.59, 0.32, 0.32, -1.63, 0.33, 0.34, 0.37, -0.93, -0.45, 0.41, 0.34, 0.68, 0.03, -0.02, -1.39, 0.48, -0.28, -1.01, 0.39, 0.38, 0.39, 0.62, -0.21, -0.69, -0.19, 0.49, 0.14, -2.32, 0.43, 0.62, 0.41, 0.74, -0.26, -0.17, -0.58, 0.25, 0.20, -0.46, 0.25, 0.28, -0.56, 0.20, 0.28, 0.29, 0.29, -1.02, 0.54, -1.08, -1.13, 0.17, -0.66, 0.42, -1.05, -1.11, -0.70, 0.33, -0.95, -1.05, -1.04, 0.46, 0.12, 0.30, 0.40, 0.22, 0.24, 0.26, 0.30, 0.37, 0.27, 0.39, 0.25, 0.31, 0.40, 0.24, -0.39, 0.44, 0.58, 0.27, 0.40, 0.21, 0.28, 0.37, 0.26, 0.25, 0.24, 0.41], "multiplicity": 5, "e_tot_ev": -101249.7944, "homo_lumo_gap_ev": [5.58, 5.87], "charge": -1, "s2": 6.037}


No. 2
{"formula": "C28H55O2OsP3", "method": "ωB97M-V/def2-TZVPD", "elements": ["Os", "C", "O", "C", "O", "P", "C", "H", "C", "H", "C", "H", "C", "P", "H", "H", "C", "H", "C", "H", "H", "H", "C", "H", "H", "H", "C", "H", "H", "H", "C", "H", "H", "H", "C", "H", "H", "H", "C", "H", "H", "H", "C", "H", "H", "H", "C", "H", "C", "H", "H", "C", "H", "H", "H", "C", "H", "H", "H", "C", "H", "H", "H", "C", "H", "H", "H", "H", "H", "C", "P", "C", "C", "C", "C", "C", "C", "C", "H", "H", "H", "H", "H", "H", "H", "H", "H", "H", "H"], "coordinates": [[0.29307, 0.04907, -0.09688], [2.11440, -0.42376, -0.53587], [3.15928, -0.80918, -0.89469], [-1.56868, 0.09217, 0.30382], [-2.69461, 0.11318, 0.63402], [0.03884, 1.91521, -1.52863], [-0.28436, 1.74669, -3.36787], [-0.40594, 2.79405, -3.69591], [-1.36925, 3.04324, -1.03391], [-2.18545, 2.32134, -0.86133], [1.62996, 2.87288, -1.57344], [2.31303, 2.20378, -2.12623], [1.19454, -3.99906, 0.63088], [-0.26752, -2.93290, 0.14586], [-0.96595, -4.49932, -1.52887], [1.96991, -3.66276, -0.07590], [-1.74180, -3.77749, 0.97875], [-1.56563, -4.84663, 0.77696], [-1.05186, 3.73115, 0.28360], [-1.99213, 4.04780, 0.75887], [-0.42452, 4.62461, 0.15645], [-0.55306, 3.05677, 0.98972], [-1.85799, 4.04798, -2.07468], [-1.08705, 4.77705, -2.34364], [-2.69403, 4.60361, -1.63415], [-2.23753, 3.58210, -2.98683], [1.55047, 4.19260, -2.33675], [1.16004, 4.08915, -3.35411], [2.57030, 4.58747, -2.43193], [0.96177, 4.94825, -1.80494], [2.20016, 3.07310, -0.17552], [3.19287, 3.54068, -0.24472], [2.31676, 2.10859, 0.34103], [1.55914, 3.71355, 0.44107], [0.90671, 1.15851, -4.14959], [1.47197, 1.97594, -4.62397], [0.53623, 0.50831, -4.95789], [1.59788, 0.58735, -3.51010], [-1.59351, 1.01568, -3.67515], [-1.51895, -0.05798, -3.45282], [-1.80424, 1.12551, -4.75052], [-2.45388, 1.43857, -3.14224], [0.92059, -5.48635, 0.40599], [0.46894, -5.71346, -0.56401], [0.27353, -5.88912, 1.19477], [1.87009, -6.03640, 0.45638], [1.72818, -3.77665, 2.04326], [1.02027, -4.11595, 2.80864], [-1.64937, -2.61436, -2.29742], [1.98851, -2.72989, 2.21942], [2.64457, -4.37004, 2.17896], [0.73115, -3.54787, -2.43750], [-1.92774, -1.69788, -1.73976], [-1.31227, -2.32488, -3.30010], [-2.57262, -3.19423, -2.43669], [-0.56765, -3.47131, -1.61482], [0.46129, -3.61741, -3.50012], [1.32522, -4.44165, -2.20511], [1.37337, -2.66856, -2.28090], [-3.08419, -3.36383, 0.37302], [-3.17662, -2.26786, 0.32951], [-3.88634, -3.73627, 1.02463], [-3.24254, -3.78435, -0.62540], [-1.78953, -3.54103, 2.48224], [-2.02514, -2.48973, 2.69198], [-0.86669, -3.81173, 3.00106], [-2.59719, -4.15296, 2.90647], [0.16135, -1.05035, -1.80556], [0.03084, -0.24612, -2.03961], [2.70247, 0.02724, 2.45026], [0.91839, 0.20000, 2.10780], [0.12638, -0.89708, 3.34860], [0.44236, 1.81435, 2.85410], [1.42097, 2.80765, 3.02660], [1.05892, 4.03050, 3.59277], [-0.25108, 4.24981, 4.02089], [-1.22259, 3.25081, 3.88574], [-0.88558, 2.04298, 3.26830], [3.00446, -1.01596, 2.29081], [2.89324, 0.32366, 3.48965], [3.29773, 0.65953, 1.77900], [0.54174, -0.65246, 4.33764], [-0.96208, -0.75447, 3.38245], [0.33518, -1.94801, 3.11678], [2.46083, 2.63414, 2.72485], [1.81913, 4.80822, 3.71314], [-0.52300, 5.19780, 4.48747], [-2.23637, 3.40422, 4.26283], [-1.66044, 1.28044, 3.11902]], "mulliken_charge": [1.87, 0.27, -0.38, 0.29, -0.47, 0.35, 0.23, 0.94, 0.57, 0.41, -0.08, 0.56, 0.46, 0.58, 1.15, 0.58, 0.37, 0.63, -1.53, 0.64, 0.30, 0.04, -1.53, 0.29, 0.50, 0.42, -1.55, 0.37, 0.48, 0.36, -0.67, 0.61, -0.36, 0.17, -1.21, 0.30, 0.40, 0.27, -1.62, 0.17, 0.59, 0.32, -1.72, 0.40, 0.47, 0.47, -1.35, 0.32, -1.59, -0.06, 0.55, -1.46, 0.34, 0.39, 0.41, -0.23, 0.44, 0.35, 0.28, -1.25, 0.20, 0.46, 0.25, -1.42, 0.31, 0.17, 0.54, 0.16, -0.50, -1.56, 0.29, -0.96, 0.67, -0.44, -0.62, -0.51, -0.81, 0.06, 0.37, 0.59, 0.38, 0.65, 0.38, 0.21, 0.45, 0.53, 0.51, 0.52, 0.26], "multiplicity": 5, "e_tot_ev": -64311.6912, "homo_lumo_gap_ev": [6.71, 4.86], "charge": 4, "s2": 6.028}


No. 3
{"formula": "C28H56Al2Br2ClN5O10P", "method": "ωB97M-V/def2-TZVPD", "elements": ["C", "C", "O", "O", "C", "C", "C", "C", "C", "C", "N", "C", "O", "C", "N", "C", "C", "C", "C", "C", "C", "N", "C", "C", "C", "O", "N", "O", "C", "C", "C", "Br", "H", "H", "H", "H", "H", "H", "H", "H", "H", "H", "H", "H", "H", "H", "H", "H", "H", "H", "H", "H", "H", "H", "H", "H", "H", "H", "H", "H", "H", "H", "H", "H", "H", "H", "H", "H", "H", "H", "H", "H", "Br", "O", "H", "Al", "O", "P", "O", "O", "O", "Al", "C", "C", "N", "C", "C", "C", "C", "H", "H", "H", "H", "H", "H", "H", "H", "H", "H", "H", "H", "H", "H", "H", "Cl"], "coordinates": [[4.96623, 3.25765, 1.12269], [4.85612, 2.43133, -0.16323], [4.01109, 2.71895, -0.95933], [5.71317, 1.38884, -0.45033], [5.23075, 0.15340, 0.11802], [4.77075, -0.80138, -1.00870], [3.88200, -1.91344, -0.34722], [2.43284, -1.37453, -0.08857], [1.66906, -2.26663, 0.93226], [1.05902, -1.61427, 2.19665], [2.03966, -0.83131, 2.98227], [2.30482, 0.35315, 2.69106], [2.46240, 1.43570, 2.38983], [0.85885, -2.89573, 3.19154], [0.32644, -2.50810, 4.53304], [-0.96473, -1.83356, 4.29585], [-0.88528, -0.59726, 3.32214], [-2.26017, 0.09857, 3.36587], [-3.52668, -0.82882, 3.45389], [-4.63991, -0.22721, 2.51990], [-5.61201, -1.33807, 1.98071], [-5.92941, -0.99591, 0.57123], [-6.66561, -2.08030, -0.11619], [-6.62495, 0.26536, 0.49330], [-5.88965, 1.49827, -0.08292], [-7.76394, 0.41512, 0.82862], [-0.31755, -0.99858, 1.99522], [-1.07430, -2.11278, 1.57923], [-0.39137, 0.00137, 0.87798], [-0.81970, -0.55777, -0.52308], [-2.34877, -0.50777, -0.74099], [-0.00984, 0.77243, -1.81714], [4.02626, 3.81448, 1.22228], [5.77519, 4.00188, 1.04715], [5.12826, 2.65165, 2.02793], [6.10228, -0.29597, 0.62563], [4.42729, 0.35676, 0.84928], [5.66505, -1.28125, -1.42724], [4.16999, -0.28603, -1.77275], [3.83938, -2.78123, -1.02425], [4.37375, -2.16671, 0.61106], [1.92675, -1.47639, -1.06412], [2.49520, -0.29444, 0.11504], [2.40688, -3.00099, 1.31652], [0.95625, -2.89205, 0.37252], [0.38258, -3.74888, 2.70511], [1.95622, -3.25375, 3.37205], [0.98170, -1.94047, 5.11354], [-1.27627, -1.40677, 5.26662], [-1.65526, -2.60932, 3.95714], [-0.20444, 0.09535, 3.85263], [-2.47116, 0.84795, 2.58953], [-2.27388, 0.67431, 4.30923], [-3.37553, -1.86024, 3.09624], [-3.96459, -0.81986, 4.46280], [-5.24073, 0.49695, 3.08848], [-4.20101, 0.21513, 1.60992], [-6.57401, -1.30681, 2.52766], [-5.14744, -2.33472, 1.97132], [-7.57824, -1.66933, -0.58172], [-6.07672, -2.49204, -0.95384], [-6.98599, -2.84886, 0.60191], [-6.24150, 1.66766, -1.11485], [-4.79617, 1.36269, -0.10710], [-6.14041, 2.39074, 0.51363], [-2.02465, -1.88296, 1.56472], [0.57497, 0.49364, 0.65590], [-1.07318, 0.84411, 1.05559], [-0.34977, -1.50494, -0.79586], [-2.60980, -0.50321, -1.80378], [-2.76823, -1.45121, -0.33613], [-2.81960, 0.32471, -0.19362], [-1.22189, -0.17069, -3.76589], [-7.98677, 3.00904, 2.34349], [-7.82154, 2.28622, 1.72447], [2.68662, -2.21930, 4.32421], [-0.66366, -3.56026, 8.33701], [-2.06048, -3.68847, 7.62926], [-1.96471, -4.67972, 6.47574], [-2.48854, -2.33150, 7.08182], [-3.09325, -4.18192, 8.62878], [0.83143, -4.65016, 8.75767], [3.43171, 3.80098, -8.07580], [2.94498, 3.73148, -6.64029], [2.04109, 2.62437, -6.26411], [1.43156, 2.86097, -4.95773], [2.35672, 2.88642, -3.73851], [2.44361, 1.28482, -6.47672], [3.77208, 0.85568, -5.87168], [2.60241, 3.79555, -8.77750], [3.98600, 4.73096, -8.21586], [4.10231, 2.98287, -8.32358], [2.40133, 4.66073, -6.45784], [3.82463, 3.74089, -5.98587], [0.64587, 2.11588, -4.79380], [0.90325, 3.81676, -5.00272], [2.69113, 1.88633, -3.46601], [1.80332, 3.28092, -2.88316], [3.22902, 3.52245, -3.88129], [2.51623, 1.00249, -7.68282], [1.64029, 0.62645, -6.13387], [4.57269, 1.56931, -6.06438], [4.08208, -0.10051, -6.29840], [3.68119, 0.71140, -4.79479], [2.48046, 1.16320, -9.21966]], "mulliken_charge": [-0.91, 0.64, -0.43, -0.39, -0.03, -0.39, -1.15, -0.22, -1.71, 1.37, -0.33, 0.67, -0.26, -0.74, -0.11, -1.07, -0.38, -1.22, -0.91, 0.35, -1.27, 0.32, -1.01, 0.33, -0.59, -0.53, 1.44, -0.52, -0.69, 0.23, -0.93, 0.01, 0.31, 0.35, 0.28, 0.35, -0.26, 0.50, -0.11, 0.44, 0.39, 0.33, 0.24, 0.71, 0.54, 0.41, 0.18, 0.35, 0.93, 0.14, 0.44, 0.64, 0.51, 0.35, 0.54, 0.54, -0.58, 0.36, 0.57, 0.34, 0.26, 0.39, 0.35, -0.08, 0.36, 0.21, -0.17, 0.44, 0.42, 0.51, 0.28, -0.15, -0.50, -0.69, 0.34, -0.18, -0.29, 0.89, -0.50, -0.47, -0.48, 0.27, -1.59, -0.19, 0.39, -0.94, -0.35, -0.07, -0.59, 0.36, 0.44, 0.34, 0.42, 0.29, 0.26, 0.37, -0.24, 0.49, 0.40, -0.21, 0.45, 0.26, 0.45, -0.02, -0.29], "relative_energy_kcal_mol": 55.0, "e_tot_ev": -232935.0816, "homo_lumo_gap_ev": 1.43, "charge": 1}